# 1
Density functional theory data (the ωB97M-V functional and the def2-TZVPD basis) for a structure of composition C33H38ClNO4PbSSbSi.

Structure (ORCA input):
```
! RIJCOSX wB97M-V def2-TZVPD def2/J DEFGRID3
* xyz 1 1
Pb -0.381 -0.007 1.320
C 0.788 -3.037 3.040
Si 1.155 -1.407 3.875
C 2.839 -0.820 3.324
C 1.028 -1.535 5.727
N -0.178 -0.312 3.369
C -0.496 0.914 4.037
C 0.474 1.639 4.731
C 0.122 2.789 5.418
C -1.190 3.246 5.393
C -2.152 2.538 4.685
C -1.811 1.374 4.017
H 1.214 -3.841 3.646
H 1.227 -3.120 2.043
H -0.284 -3.224 2.959
H 3.606 -1.483 3.734
H 3.067 0.194 3.654
H 2.950 -0.839 2.236
H 1.451 -2.490 6.046
H -0.009 -1.501 6.064
H 1.578 -0.746 6.241
H 1.503 1.309 4.725
H 0.878 3.337 5.963
H -1.459 4.149 5.923
H -3.177 2.884 4.664
H -2.571 0.805 3.493
S -1.016 -2.044 0.010
Sb 0.114 -1.872 -2.048
C -1.030 -3.209 -3.175
C -1.297 -4.481 -2.673
C -2.063 -5.362 -3.418
C -2.559 -4.974 -4.657
C -2.291 -3.708 -5.155
C -1.525 -2.817 -4.415
C -0.084 -0.012 -2.961
C 1.037 0.637 -3.462
C 0.882 1.862 -4.091
C -0.382 2.423 -4.216
C -1.497 1.768 -3.710
C -1.354 0.545 -3.071
C 2.056 -2.662 -2.044
C 3.081 -2.211 -1.217
C 4.331 -2.806 -1.301
C 4.556 -3.840 -2.200
C 3.532 -4.286 -3.022
C 2.277 -3.701 -2.947
H -0.915 -4.789 -1.706
H -2.275 -6.351 -3.033
H -3.158 -5.664 -5.236
H -2.679 -3.410 -6.120
H -1.319 -1.829 -4.808
H 2.025 0.204 -3.355
H 1.748 2.381 -4.479
H -0.499 3.378 -4.710
H -2.481 2.206 -3.814
H -2.224 0.041 -2.667
H 2.924 -1.403 -0.520
H 5.130 -2.454 -0.663
H 5.534 -4.299 -2.259
H 3.706 -5.091 -3.723
H 1.484 -4.059 -3.592
C -2.850 4.773 1.237
C -2.239 4.107 -0.004
C -3.269 4.052 -1.139
C -0.989 4.875 -0.461
C -1.826 2.745 0.352
C -1.510 1.628 0.683
H -3.148 5.793 0.989
H -2.128 4.810 2.054
H -3.731 4.229 1.577
H -3.651 5.055 -1.330
H -4.109 3.407 -0.878
H -2.811 3.677 -2.054
H -1.280 5.878 -0.779
H -0.504 4.369 -1.297
H -0.266 4.963 0.350
O 1.856 2.434 -0.764
Cl 2.123 1.400 0.159
O 1.616 1.702 1.485
O 3.480 0.999 0.185
O 1.293 0.178 -0.237
*
```

Its LUMO energy is -0.1422 Eh. As for the highest occupied orbital energy: -11.037 eV. The calculation puts the HOMO-LUMO gap at 7.2 eV. For the energy relative to the best compared isomer or geometry (same formula, charge and spin), the calculation gives 4.9 kJ/mol.

=====

# 2
Density functional theory data (the ωB97M-V functional and the def2-TZVPD basis) for a structure of composition C33H38CsF6N5O12S2Si2Te.

Structure (ORCA input):
```
! RIJCOSX wB97M-V def2-TZVPD def2/J DEFGRID3
* xyz -2 1
Cs 0.121 -0.106 -0.139
O 2.365 -3.889 -0.887
C 1.374 -3.150 -1.406
O 1.461 -1.951 -1.498
C 0.190 -3.971 -1.851
C 0.358 -5.344 -2.033
C -0.805 -6.032 -2.441
C -1.978 -5.375 -2.612
C -2.060 -3.941 -2.384
N -0.910 -3.258 -2.005
C -3.240 -3.284 -2.527
O -4.424 -3.896 -2.973
O -3.285 -1.899 -2.575
H 3.031 -3.282 -0.498
H 1.305 -5.826 -1.864
H -0.772 -7.104 -2.622
H -2.860 -5.910 -2.942
H -4.760 -4.461 -2.270
C -1.148 1.977 -4.346
C -2.376 2.603 -4.213
C -3.343 2.042 -3.395
C -3.046 0.862 -2.711
N -1.853 0.271 -2.821
C -0.957 0.811 -3.619
C -3.993 0.202 -1.788
C -4.795 0.958 -0.942
C -5.607 0.358 0.008
C -5.596 -1.020 0.132
C -4.819 -1.804 -0.703
C -4.031 -1.204 -1.684
H -0.359 2.383 -4.963
H -2.585 3.531 -4.734
H -4.317 2.499 -3.283
H -0.020 0.265 -3.669
H -4.728 2.037 -0.995
H -6.196 0.967 0.681
H -6.189 -1.499 0.902
H -4.791 -2.877 -0.599
O -0.522 5.963 1.136
C 0.417 5.625 1.989
O 0.799 6.382 2.863
C 0.993 4.265 1.858
C 1.847 3.752 2.817
N 2.193 2.526 2.409
N 1.629 2.184 1.243
C 0.898 3.229 0.891
C 0.040 3.163 -0.372
O -0.820 4.072 -0.497
O 0.251 2.214 -1.136
H -0.691 5.174 0.484
H 2.205 4.182 3.735
H 2.723 1.828 2.902
F -2.017 -1.376 5.101
C -1.961 -0.174 4.526
F -0.967 0.516 5.083
F -3.100 0.461 4.823
S -1.759 -0.296 2.656
O -0.729 0.659 2.314
O -3.077 -0.087 2.155
N -1.262 -1.807 2.407
S 0.291 -2.095 2.700
O 0.762 -1.652 3.980
O 1.147 -1.848 1.559
C 0.253 -3.946 2.809
F 1.516 -4.370 2.981
F -0.232 -4.510 1.717
F -0.459 -4.364 3.860
C 5.836 1.279 3.066
Si 5.932 -0.596 2.850
C 4.488 -1.446 3.709
C 7.550 -1.217 3.616
C 5.929 -0.956 1.006
Te 3.947 -0.850 0.185
C 4.565 -0.547 -1.834
Si 4.894 1.220 -2.359
C 6.476 1.860 -1.535
C 3.462 2.315 -1.880
C 5.181 1.244 -4.236
H 5.659 1.560 4.104
H 5.044 1.709 2.453
H 6.767 1.754 2.748
H 4.452 -1.169 4.764
H 4.580 -2.531 3.656
H 3.508 -1.204 3.292
H 7.620 -0.934 4.667
H 8.417 -0.803 3.101
H 7.618 -2.303 3.559
H 6.316 -1.950 0.778
H 6.558 -0.221 0.504
H 3.738 -0.971 -2.408
H 5.440 -1.188 -1.972
H 6.380 1.874 -0.449
H 6.659 2.889 -1.849
H 7.352 1.267 -1.791
H 3.470 2.509 -0.805
H 2.475 1.891 -2.078
H 3.522 3.274 -2.398
H 6.056 0.654 -4.511
H 5.336 2.263 -4.590
H 4.325 0.835 -4.770
*
```

Its LUMO energy is 0.1192 Eh. As for the highest occupied orbital energy: -0.727 eV. The calculation puts the HOMO-LUMO gap at 4.0 eV.

=====

# 3
Density functional theory data (the ωB97M-V functional and the def2-TZVPD basis) for a structure of composition C33H38HgN4S.

Structure (ORCA input):
```
! RIJCOSX wB97M-V def2-TZVPD def2/J DEFGRID3
* xyz -2 1
Hg -1.114 0.047 0.003
N -0.402 -2.320 2.485
N 0.257 -2.498 -0.850
C 2.093 1.807 0.261
C 2.957 0.729 0.592
C 2.634 0.293 1.905
C 3.294 -0.780 2.673
H 4.015 -1.319 2.049
H 2.568 -1.501 3.077
H 3.847 -0.356 3.526
C 1.563 1.088 2.384
C 0.960 0.992 3.727
H 1.598 1.518 4.458
H 0.877 -0.052 4.055
H -0.035 1.454 3.768
C 1.255 2.048 1.383
C 0.330 3.185 1.542
H -0.506 2.954 2.214
H -0.072 3.523 0.579
H 0.880 4.037 1.979
C 3.994 0.144 -0.281
H 4.923 -0.041 0.279
H 4.231 0.820 -1.111
H 3.661 -0.817 -0.707
C 2.075 2.567 -1.008
H 1.062 2.607 -1.440
H 2.729 2.101 -1.755
H 2.422 3.604 -0.864
C -1.272 -2.591 3.455
H -1.364 -1.841 4.248
C -2.039 -3.766 3.493
H -2.684 -3.942 4.351
C -1.949 -4.678 2.430
H -2.540 -5.599 2.428
C -1.098 -4.385 1.372
H -0.978 -5.019 0.491
C -0.315 -3.186 1.449
C 0.627 -2.775 0.463
H 1.482 -2.187 0.806
C -0.083 -1.225 -1.247
C 0.401 -3.314 -1.995
H 0.570 -4.373 -1.891
C 0.296 -2.509 -3.059
H 0.404 -2.711 -4.109
N 0.017 -1.214 -2.601
C 0.117 -0.033 -3.418
C 1.367 0.284 -3.979
C 1.469 1.437 -4.761
H 2.415 1.676 -5.250
C 0.379 2.287 -4.940
C 0.482 3.488 -5.830
H 0.464 4.418 -5.251
H -0.358 3.527 -6.535
H 1.417 3.463 -6.397
C -0.843 1.958 -4.355
H -1.699 2.619 -4.504
C -1.013 0.766 -3.648
C -2.395 0.355 -3.250
H -2.717 -0.562 -3.762
H -3.092 1.150 -3.543
H -2.524 0.211 -2.168
C 2.572 -0.582 -3.787
H 2.564 -1.450 -4.463
H 2.679 -0.954 -2.759
H 3.483 -0.015 -4.024
S -2.900 1.577 0.810
C -3.401 0.966 2.323
N -3.828 -0.338 2.413
C -4.308 -0.885 3.573
C -4.377 -0.103 4.711
C -3.912 1.221 4.668
C -3.453 1.758 3.470
H -3.796 -0.896 1.563
H -4.558 -1.943 3.524
H -4.778 -0.531 5.631
H -3.908 1.832 5.570
H -3.115 2.785 3.362
*
```

Its LUMO energy (spin up / spin down) is 0.1492 / 0.1492 Eh. As for the highest occupied orbital energy (spin up / spin down): 1.797 / 1.799 eV. The calculation puts the HOMO-LUMO gap (spin up / spin down) at 2.3 / 2.3 eV. For the energy relative to the best compared isomer or geometry (same formula, charge and spin), the calculation gives 94.6 kJ/mol.

=====

# 4
Density functional theory data (the ωB97M-V functional and the def2-TZVPD basis) for a structure of composition C33H38IrN6.

Structure (ORCA input):
```
! RIJCOSX wB97M-V def2-TZVPD def2/J DEFGRID3
* xyz 2 2
Ir -0.231 -0.208 -0.076
C 2.614 0.206 -1.333
N 2.170 0.438 0.047
C 2.980 -0.322 0.994
C 2.106 1.857 0.276
C 3.211 2.620 0.611
C 3.162 4.008 0.564
C 2.018 4.639 0.092
C 0.883 3.904 -0.159
C 0.863 2.510 0.056
N -0.289 1.776 0.098
C -1.476 2.387 0.431
C -1.551 3.585 1.165
C -2.757 4.214 1.379
C -3.924 3.669 0.862
C -3.885 2.438 0.219
C -2.687 1.766 0.045
N -2.620 0.417 -0.471
C -3.078 0.276 -1.849
C -3.366 -0.493 0.406
H 3.644 0.552 -1.477
H 1.978 0.756 -2.029
H 2.568 -0.859 -1.556
H 4.048 -0.104 0.900
H 2.834 -1.384 0.805
H 2.645 -0.103 2.006
H 4.131 2.139 0.899
H 4.035 4.587 0.821
H 2.009 5.705 -0.058
H -0.005 4.385 -0.542
H -0.654 3.984 1.611
H -2.788 5.130 1.946
H -4.865 4.180 0.991
H -4.811 2.007 -0.134
H -4.142 0.511 -1.950
H -2.935 -0.759 -2.162
H -2.512 0.932 -2.510
H -4.444 -0.310 0.359
H -3.025 -0.368 1.433
H -3.179 -1.519 0.093
C -0.200 -4.528 0.295
C -0.206 -3.163 0.577
N -0.135 -2.235 -0.396
C -0.056 -2.634 -1.663
C -0.079 -3.995 -2.061
C -0.148 -4.952 -1.004
C -0.150 -4.459 -3.381
C 0.158 -3.897 -4.628
C 1.107 -2.937 -4.988
C 1.278 -2.634 -6.383
C 2.327 -1.827 -6.711
N 3.116 -1.295 -5.783
C 2.857 -1.494 -4.509
N 1.909 -2.291 -4.105
H -0.243 -5.233 1.109
H -0.263 -2.798 1.591
H -0.015 -1.868 -2.431
H -0.140 -6.004 -1.246
H -0.486 -5.487 -3.460
H -0.312 -4.385 -5.471
H 0.625 -3.065 -7.121
H 2.587 -1.619 -7.742
H 3.492 -1.005 -3.784
C -1.535 1.237 4.775
C -0.388 0.247 4.515
C 0.960 0.905 4.867
C -0.579 -1.034 5.332
C -0.366 -0.046 3.095
C -0.327 -0.246 1.897
H -1.502 1.561 5.812
H -2.495 0.762 4.583
H -1.448 2.112 4.133
H 0.935 1.242 5.900
H 1.153 1.763 4.226
H 1.771 0.189 4.750
H -0.584 -0.794 6.392
H 0.228 -1.736 5.137
H -1.523 -1.511 5.077
*
```

Its LUMO energy (spin up / spin down) is -0.2576 / -0.2961 Eh. As for the highest occupied orbital energy (spin up / spin down): -13.276 / -13.275 eV. The calculation puts the HOMO-LUMO gap (spin up / spin down) at 6.3 / 5.2 eV. For the energy relative to the best compared isomer or geometry (same formula, charge and spin), the calculation gives 94.3 kJ/mol. The expectation value of S² is 0.804.

=====

| no. | molar mass (g/mol) | F_max (hartree/bohr) | DFT total energy (a.u.) |
| --- | --- | --- | --- |
| 1 | 937.24 | 0.00874 | -3216.43569 |
| 2 | 1191.49 | 0.03597 | -4719.88998 |
| 3 | 723.35 | 0.05363 | -2050.72099 |
| 4 | 710.93 | 0.08677 | -1712.49936 |